Formula: C8H24CrO8S
Source: the Open Molecules 2025 dataset
Level of theory: wB97M-V/def2-TZVPD

Computed properties:
* energy relative to the best compared isomer or geometry (same formula, charge and spin): 32.2 kcal per mole
* spin multiplicity: 5
* net charge: 0
* molecular weight: 332.33 g mol⁻¹

```
42
C8H24CrO8S, DFT wB97M-V/def2-TZVPD
C 0.114 3.221 -0.598
O 1.701 -0.584 -1.106
S 0.054 -3.235 -1.602
H -4.074 -3.402 0.713
O 0.391 -0.207 1.400
H 3.135 -0.485 0.329
H -2.433 -1.702 1.735
H -1.631 2.772 -1.934
H 0.844 2.114 3.934
Cr -0.505 -0.840 -0.427
H 0.412 2.943 0.413
O 0.118 -2.745 -0.249
H -0.674 1.467 1.870
H 1.888 0.760 3.414
H -2.655 -3.139 -0.272
H -3.970 -0.909 1.422
O -0.543 1.053 -1.474
C -0.051 0.716 2.356
H 3.454 0.703 -2.477
H 1.515 2.120 2.367
O 1.433 -3.327 -2.187
H -3.141 0.293 -0.026
H -0.767 0.168 2.969
O -0.622 -2.066 -2.130
O -2.457 -0.343 0.194
H 2.065 -1.274 -1.666
H 2.348 1.002 -0.122
O -0.707 -4.449 -1.792
H -0.052 1.172 -2.290
C -1.028 2.371 -1.120
H 4.615 -0.231 -1.540
C 2.776 0.085 -0.528
H -0.185 4.268 -0.655
H -4.176 -2.433 -0.697
C 3.828 0.520 -1.470
H -1.710 2.305 -0.272
H 1.000 -0.746 1.910
H 0.932 3.141 -1.314
C -3.527 -2.643 0.153
H 4.292 1.489 -1.291
C 1.095 1.444 3.112
C -3.104 -1.366 0.944
```